1.
{
  "formula": "C22H43BrN2O5RhSi",
  "method": "ωB97M-V/def2-TZVPD",
  "lumo_energy_ha": [-0.17890, -0.22992],
  "charge": 1,
  "energy_ev": -117651.132,
  "e_homo_ev": [-11.17, -10.74],
  "multiplicity": 1,
  "gap_ev": [6.30, 4.48],
  "symbols": ["Rh", "O", "C", "O", "C", "C", "C", "C", "C", "O", "C", "C", "O", "O", "H", "H", "H", "H", "H", "H", "H", "H", "N", "C", "C", "N", "H", "H", "H", "H", "H", "H", "H", "H", "C", "C", "C", "C", "Si", "Br", "C", "C", "C", "C", "C", "C", "C", "C", "H", "H", "H", "H", "H", "H", "H", "H", "H", "H", "H", "H", "H", "H", "H", "H", "H", "H", "H", "H", "H", "H", "H", "H", "H", "H", "H"],
  "coordinates": [[0.62581, -2.07321, 1.61643], [1.64621, 1.67199, 2.73093], [1.84141, 0.48469, 2.79103], [1.11751, -0.46001, 3.12323], [3.33051, 0.05739, 2.21903], [3.12431, -0.05021, 0.69603], [4.50621, 0.04529, 0.02903], [5.09741, -1.32681, 0.38863], [3.93031, -1.95851, 1.16863], [2.77991, -1.41971, 0.52003], [3.89031, -1.29311, 2.54913], [2.95851, -2.21911, 3.57363], [3.17901, -1.99561, 4.73153], [2.23321, -3.02431, 2.97743], [3.95511, 0.88679, 2.54263], [2.35851, 0.60499, 0.28323], [4.38401, 0.16259, -1.04707], [5.08081, 0.88459, 0.41353], [5.31661, -1.90931, -0.50367], [5.99881, -1.26001, 0.99253], [3.89081, -3.04581, 1.17203], [4.84141, -1.24741, 3.07463], [-0.70339, -3.01651, 3.29263], [-1.17599, -4.34431, 2.91173], [-0.05339, -5.06171, 2.15783], [0.27701, -4.31581, 0.93623], [0.03321, -3.08361, 3.99703], [-1.43879, -2.42151, 3.66353], [-2.05629, -4.23111, 2.26953], [-1.45449, -4.94291, 3.78803], [-0.34509, -6.09591, 1.93833], [0.83921, -5.06771, 2.78863], [-0.47639, -4.40221, 0.25433], [1.12281, -4.69461, 0.51593], [-0.66369, -0.62261, -3.20247], [-1.86839, 0.25769, -2.84317], [-3.05409, -0.67711, -2.57517], [-2.19759, 1.11789, -4.07057], [-1.56339, 1.43639, -1.30237], [-0.68779, -0.52321, 0.30803], [-0.07619, 2.70389, -1.43777], [-0.57069, 3.92819, -2.22337], [1.09851, 2.10589, -2.22317], [0.44191, 3.18909, -0.07577], [-3.14769, 2.08569, -0.33837], [-4.09669, 2.80509, -1.30807], [-3.92809, 0.95139, 0.33783], [-2.75859, 3.08679, 0.75703], [-0.94099, -1.25751, -4.04207], [-0.37629, -1.26721, -2.37697], [0.19621, -0.03651, -3.50657], [-3.15929, -1.36431, -3.41117], [-3.98179, -0.12091, -2.48977], [-2.89579, -1.26111, -1.67247], [-2.44039, 0.46969, -4.91037], [-1.35019, 1.73279, -4.36247], [-3.04989, 1.76509, -3.88667], [-0.92119, 3.64679, -3.21187], [0.24941, 4.63269, -2.34487], [-1.37909, 4.44199, -1.71207], [0.83971, 1.99739, -3.27297], [1.40121, 1.13899, -1.83057], [1.95281, 2.77849, -2.16987], [-0.23909, 3.90159, 0.37533], [1.39251, 3.70289, -0.21157], [0.59721, 2.38399, 0.63663], [-4.46289, 2.14189, -2.08667], [-3.62119, 3.66459, -1.77327], [-4.96119, 3.16329, -0.75147], [-4.36609, 0.27469, -0.38767], [-4.73239, 1.38339, 0.93223], [-3.28909, 0.38499, 1.00703], [-2.32489, 3.98849, 0.33523], [-2.06309, 2.65069, 1.46883], [-3.65679, 3.38049, 1.29743]],
  "atomic_forces_ev_per_a": [[3.293, -1.642, 4.370], [-0.776, 0.488, 0.436], [4.210, 1.230, -1.927], [-3.426, -3.332, -0.313], [-1.888, 0.860, 0.495], [0.760, 1.596, 0.176], [-0.450, 0.054, -0.307], [-0.170, -0.236, -0.232], [1.202, -0.513, 0.650], [-1.592, -0.774, -0.202], [-0.889, -1.538, 0.557], [2.860, 3.840, -0.685], [-0.344, -0.696, 1.002], [-3.409, -2.358, -1.441], [0.062, -0.025, -0.276], [-0.005, -0.110, 0.033], [0.132, 0.013, -0.041], [-0.058, 0.019, -0.009], [0.061, -0.018, -0.017], [-0.015, -0.074, 0.029], [-0.009, 0.117, -0.054], [0.025, -0.049, -0.149], [1.049, 1.158, -1.033], [0.124, -0.569, -0.455], [-0.290, 0.066, 0.614], [0.053, 1.446, -0.332], [0.055, 0.142, -0.079], [0.064, 0.071, -0.147], [0.089, -0.035, 0.129], [-0.022, 0.176, -0.117], [0.075, 0.189, -0.002], [-0.052, -0.093, -0.089], [0.198, 0.078, 0.035], [-0.082, 0.162, -0.027], [0.012, 0.193, 0.216], [0.124, -0.001, 0.385], [0.140, 0.287, 0.159], [0.102, 0.275, 0.339], [-0.030, 0.231, -0.348], [-1.092, 1.073, -0.905], [-0.049, -0.303, 0.164], [-0.404, -0.301, 0.014], [-0.317, -0.163, 0.023], [-0.263, -0.207, 0.066], [0.295, -0.259, 0.112], [0.347, -0.190, -0.258], [0.236, -0.049, -0.145], [0.220, -0.161, -0.221], [-0.075, -0.069, -0.130], [0.080, -0.083, 0.055], [0.133, 0.007, -0.019], [-0.005, -0.102, -0.157], [-0.203, 0.009, 0.073], [-0.086, -0.119, 0.120], [-0.043, -0.118, -0.078], [0.078, 0.105, -0.105], [-0.161, 0.161, -0.094], [-0.054, 0.078, -0.241], [0.146, 0.064, 0.018], [-0.104, 0.149, 0.085], [0.046, -0.135, -0.153], [0.131, -0.169, 0.018], [0.057, 0.116, 0.051], [-0.052, 0.043, 0.118], [0.107, 0.020, -0.086], [0.105, -0.087, 0.142], [-0.091, -0.057, -0.154], [0.000, 0.142, -0.132], [-0.065, 0.040, 0.116], [-0.086, -0.148, -0.021], [-0.101, 0.070, 0.000], [0.008, -0.133, 0.144], [0.080, 0.115, 0.037], [0.129, 0.030, 0.151], [-0.128, 0.002, 0.051]]
}

2.
{
  "formula": "C22H43HgN3O6Ti2",
  "method": "ωB97M-V/def2-TZVPD",
  "lumo_energy_ha": [-0.27350, -0.32252],
  "charge": 2,
  "energy_ev": -90647.681,
  "e_homo_ev": [-11.37, -11.35],
  "multiplicity": 7,
  "gap_ev": [3.93, 2.57],
  "symbols": ["Ti", "Ti", "Hg", "O", "C", "C", "O", "H", "H", "H", "H", "N", "C", "C", "C", "C", "H", "H", "H", "H", "H", "N", "C", "C", "C", "C", "H", "H", "H", "H", "H", "N", "C", "C", "C", "C", "H", "H", "H", "H", "H", "C", "C", "O", "H", "H", "H", "H", "H", "H", "C", "C", "O", "H", "H", "H", "H", "H", "H", "C", "C", "O", "H", "H", "H", "H", "H", "H", "C", "C", "O", "H", "H", "H", "H", "H", "H"],
  "coordinates": [[-2.42480, 1.04520, -3.62405], [2.69045, -2.93886, -2.99506], [0.92959, 0.10557, -3.57291], [-0.55869, 1.22167, -2.05354], [-0.39539, 0.47183, -0.89001], [1.05705, -0.29693, -0.66804], [1.53019, -1.22123, -1.67659], [-1.21613, -0.23416, -0.76319], [-0.56877, 1.08698, -0.00705], [1.06643, -0.86993, 0.25915], [1.77797, 0.51661, -0.58727], [0.43158, 1.07373, 4.08263], [-0.53621, 1.45433, 3.22637], [-0.88613, 2.78392, 3.45506], [-0.11518, 3.20883, 4.51326], [0.73774, 2.18910, 4.80541], [0.87699, 0.17332, 4.18732], [-0.96484, 0.66316, 2.62911], [-1.66191, 3.19969, 2.82921], [-0.06854, 4.20480, 4.92834], [1.54987, 2.13135, 5.51499], [-3.63906, -1.35270, -3.06733], [-4.16428, -0.95454, -4.28782], [-4.91395, 0.21035, -4.24889], [-4.86662, 0.51895, -2.88958], [-4.03936, -0.33782, -2.18740], [-3.05315, -2.15654, -2.89224], [-3.84892, -1.51615, -5.15475], [-5.50498, 0.65888, -5.03369], [-5.50772, 1.25671, -2.43011], [-3.78652, -0.43145, -1.14160], [-0.95719, -3.40499, -1.73989], [-1.41298, -4.14755, -2.75610], [-2.76496, -4.49368, -2.46786], [-3.17521, -3.86144, -1.30947], [-2.00183, -3.27294, -0.85201], [-0.08857, -2.89807, -1.64705], [-0.75229, -4.29145, -3.59822], [-3.43358, -4.89436, -3.21538], [-4.20333, -3.79283, -0.98598], [-1.77088, -2.62039, -0.02300], [5.95626, -3.13012, 0.05232], [4.74244, -2.24357, 0.09280], [3.86802, -2.64077, -0.93911], [5.64860, -4.17358, 0.12039], [6.69585, -2.91112, 0.82248], [6.53363, -3.10877, -0.87196], [4.92266, -1.17681, -0.04007], [4.16637, -2.44499, 0.99595], [3.01181, -2.20756, -0.96789], [-2.60123, 5.37399, -0.47088], [-1.99578, 3.95114, -0.51020], [-0.80898, 3.97097, -1.36130], [-2.80279, 5.83154, -1.43944], [-1.93145, 6.06708, 0.03815], [-3.57719, 5.34817, 0.01384], [-2.74915, 3.24809, -0.86553], [-1.75084, 3.59714, 0.49120], [-0.75143, 3.05356, -1.63814], [3.32188, 3.05703, 1.06770], [3.27371, 2.98314, -0.49517], [1.97118, 3.40903, -1.00544], [2.46070, 2.52554, 1.47267], [3.14182, 4.09851, 1.33412], [4.28001, 2.64861, 1.38903], [3.50856, 1.98894, -0.87529], [4.02364, 3.67097, -0.88581], [1.44358, 2.61288, -1.10231], [0.27725, -2.25399, 2.86304], [1.08374, -2.72821, 4.10791], [1.26160, -1.53879, 4.87928], [-0.67690, -1.82205, 3.16490], [0.08649, -3.13562, 2.25113], [0.89762, -1.60326, 2.24676], [1.92906, -3.38394, 3.89924], [0.43646, -3.38950, 4.68396], [1.33692, -1.73067, 5.81689]],
  "atomic_forces_ev_per_a": [[0.483, -0.770, 1.762], [0.248, 0.704, 0.838], [-0.101, -0.164, 0.120], [-0.861, -0.354, -1.767], [0.468, -1.685, 1.072], [-0.623, 0.477, -0.790], [-0.664, 0.182, -0.944], [0.000, -0.724, -0.357], [0.732, 0.531, 0.162], [-0.528, 0.329, 0.193], [0.200, 0.038, 0.124], [0.448, 1.531, 0.174], [-0.842, -0.608, -0.648], [-1.140, -2.248, -1.822], [1.008, 1.352, 0.299], [1.044, -0.856, 1.559], [-0.141, -0.040, 0.040], [-0.298, 0.327, -0.345], [0.020, 0.608, 0.492], [-0.021, -0.136, 0.059], [-0.142, 0.183, 0.093], [-1.093, 3.690, -1.152], [1.693, -1.535, -1.674], [0.918, -1.294, 0.387], [-0.561, 1.800, 1.651], [0.417, -1.306, 0.157], [0.159, -0.612, 0.239], [-0.378, -0.223, -0.107], [0.139, -0.054, 0.025], [0.324, 0.259, 0.200], [-0.277, 0.197, 0.036], [-1.668, -0.002, 1.230], [-1.163, -0.777, -0.856], [1.279, 0.341, -3.087], [1.539, 0.513, 0.554], [0.230, 1.810, 1.275], [0.103, -0.116, 0.001], [-0.385, -0.515, -0.128], [0.150, -0.553, 0.143], [0.316, -0.145, 0.557], [-0.458, -0.212, 0.376], [0.576, -0.464, -0.345], [-0.054, 0.196, 0.645], [-0.974, -1.435, -2.881], [-0.075, -0.002, 0.393], [-0.356, 0.054, 0.248], [-0.251, 0.511, -0.281], [0.362, 0.001, 0.322], [0.393, 0.380, 0.443], [-0.206, 1.067, 1.356], [0.070, -0.466, 0.124], [0.386, 1.589, -0.521], [-1.678, -0.316, 0.584], [0.270, -0.458, -0.322], [-0.083, -0.152, 0.196], [0.124, 0.031, 0.390], [-0.219, -0.265, -0.510], [0.245, 0.207, 0.155], [0.702, -0.174, -0.171], [-0.672, -0.032, -1.774], [-0.726, 0.676, 0.871], [1.275, -0.437, 0.180], [0.178, -0.379, 0.190], [0.484, -0.027, 0.195], [-0.137, 0.223, 0.389], [0.089, -0.217, 0.035], [-0.144, -0.009, -0.189], [-0.228, 0.158, 0.111], [1.054, -1.341, 0.352], [-2.227, 0.348, 0.040], [0.884, -0.291, -0.260], [0.237, 0.206, -0.041], [-0.213, -0.105, -0.108], [-0.167, 0.398, 0.186], [0.695, 0.807, -0.211], [-0.280, -0.093, 0.000], [0.092, -0.130, 0.067]]
}